--- one ---
One molecule with the formula C5H9F. Source: OMol25; level of theory: wB97M-V/def2-TZVPD.

The geometry in XYZ format:
```
15
Properties=species:S:1:pos:R:3:lowdin_charge:R:1
F -2.124 1.500 0.042 -0.058
C -1.515 0.403 -0.575 -0.185
C -0.589 -0.226 0.382 -0.299
C 0.502 -1.129 -0.259 -0.151
C 1.474 0.027 -0.177 -0.173
C 0.559 0.674 0.875 -0.128
H -2.311 -0.220 -0.960 0.123
H -1.042 0.811 -1.423 0.110
H -1.147 -0.768 1.129 0.131
H 0.225 -1.575 -1.192 0.094
H 0.694 -1.991 0.406 0.118
H 1.548 0.631 -1.087 0.110
H 2.488 -0.248 0.122 0.100
H 0.776 0.396 1.921 0.121
H 0.463 1.715 0.797 0.086
```

The charge is 0. The value obtained for the HOMO-LUMO gap is 0.441 hartree. Its HOMO energy is -10.821 eV.



--- two ---
One molecule with the formula C5H9F. Source: OMol25; level of theory: wB97M-V/def2-TZVPD.

The geometry in XYZ format:
```
15
Properties=species:S:1:pos:R:3:lowdin_charge:R:1
C 1.796 0.432 -0.684 -0.122
C 0.446 0.541 -1.429 -0.236
C -0.715 0.042 -0.525 -0.101
C -0.624 -0.121 0.766 -0.122
C -1.573 -0.729 1.740 -0.250
F -0.921 -1.768 2.291 -0.031
H 2.178 -0.581 -0.895 0.083
H 2.505 1.115 -1.230 0.081
H 1.810 0.725 0.327 0.036
H 0.380 -0.039 -2.392 0.110
H 0.313 1.614 -1.806 0.116
H -1.560 -0.230 -1.083 0.083
H 0.272 0.134 1.276 0.083
H -1.817 0.007 2.526 0.118
H -2.491 -1.143 1.117 0.151
```

The charge is 0. The value obtained for the HOMO-LUMO gap is 0.403 hartree. Its HOMO energy is -9.803 eV.



Relative energies with respect to the most stable structure, expressed in kJ/mol: one 0.0; two 36.6.



--- one ---
A 2-piece molecular cluster, C2H4N2O2 overall. Source: OMol25; level of theory: wB97M-V/def2-TZVPD.

The geometry in XYZ format:
```
10
Properties=species:S:1:pos:R:3:lowdin_charge:R:1
N -1.499 -0.811 0.015 0.144
C -1.804 0.338 0.063 -0.397
O -2.367 1.370 0.069 0.167
H -2.051 -1.286 -0.702 0.116
N 1.293 -0.639 -0.015 0.091
C 1.326 0.726 0.172 -0.412
O 1.001 1.528 -0.693 -0.004
H 0.630 -0.964 -0.711 0.077
H 1.600 -1.268 0.715 0.093
H 1.872 1.007 1.088 0.123
```

The charge is 0. The value obtained for the HOMO-LUMO gap is 0.390 hartree. Its HOMO energy is -10.145 eV.



--- two ---
One molecule with the formula C2H4N2O2. Source: OMol25; level of theory: wB97M-V/def2-TZVPD.

The geometry in XYZ format:
```
10
Properties=species:S:1:pos:R:3:lowdin_charge:R:1
O 1.454 -1.430 -0.050 0.013
N 1.879 -0.258 -0.201 -0.079
C 1.175 0.797 0.042 -0.179
C -0.275 0.786 -0.090 -0.081
N -0.914 -0.379 0.283 -0.028
O -2.283 -0.439 -0.180 -0.052
H 0.506 -1.279 0.297 0.075
H 1.691 1.818 0.341 0.144
H -0.781 1.736 -0.378 0.126
H -2.453 -1.352 -0.064 0.061
```

The charge is 0. The value obtained for the HOMO-LUMO gap is 0.334 hartree. Its HOMO energy is -9.253 eV.



--- three ---
One molecule with the formula C2H4N2O2. Source: OMol25; level of theory: wB97M-V/def2-TZVPD.

The geometry in XYZ format:
```
10
Properties=species:S:1:pos:R:3:lowdin_charge:R:1
C -2.107 0.474 0.099 -0.037
N -1.578 -0.664 -0.108 -0.068
O -0.283 -0.953 0.004 -0.079
C 0.850 0.102 -0.100 -0.479
N 2.023 -0.550 -0.004 0.141
O 0.694 1.279 -0.320 0.089
H -3.209 0.476 0.134 0.070
H -1.630 1.502 0.161 0.089
H 2.943 -0.124 0.300 0.146
H 2.297 -1.542 -0.166 0.130
```

The charge is 0. The value obtained for the HOMO-LUMO gap is 0.380 hartree. Its HOMO energy is -9.651 eV.



Relative energies with respect to the most stable structure, expressed in kJ/mol: one 0.0; two 456.3; three 213.7.



--- one ---
One molecule with the formula C2H4N2O2. Source: OMol25; level of theory: wB97M-V/def2-TZVPD.

The geometry in XYZ format:
```
10
Properties=species:S:1:pos:R:3:lowdin_charge:R:1
C 0.575 0.580 -0.795 -0.033
N -0.340 -0.101 0.067 -0.138
C 0.177 -0.875 1.250 -0.201
O 1.324 -0.946 1.555 0.095
N -1.650 -0.175 -0.053 -0.083
O -2.171 0.491 -0.926 -0.027
H 0.260 0.945 -1.784 0.102
H 1.041 1.365 -0.316 0.063
H 1.426 -0.124 -0.874 0.102
H -0.642 -1.162 1.875 0.121
```

The charge is 0. The value obtained for the HOMO-LUMO gap is 0.370 hartree. Its HOMO energy is -9.822 eV.



--- two ---
One molecule with the formula C2H4N2O2. Source: OMol25; level of theory: wB97M-V/def2-TZVPD.

The geometry in XYZ format:
```
10
Properties=species:S:1:pos:R:3:lowdin_charge:R:1
C -0.652 0.874 -0.677 -0.122
N -1.175 -0.326 -0.604 0.012
C 0.801 -0.505 0.173 -0.387
O 0.682 0.771 -0.487 0.019
O 0.687 -0.167 1.654 -0.058
N -0.318 -1.259 -0.177 0.028
H 1.436 0.373 1.928 0.063
H -2.141 -0.580 -0.744 0.168
H -1.092 1.781 -1.025 0.133
H 1.770 -0.963 -0.042 0.143
```

The charge is 0. The value obtained for the HOMO-LUMO gap (spin up / spin down) is 0.316 / 0.316 hartree. Its HOMO energy (spin up / spin down) is -7.839 / -7.839 eV.



--- three ---
One molecule with the formula C2H4N2O2. Source: OMol25; level of theory: wB97M-V/def2-TZVPD.

The geometry in XYZ format:
```
10
Properties=species:S:1:pos:R:3:lowdin_charge:R:1
H -0.919 2.195 0.220 0.062
N -0.549 1.264 0.168 0.123
C -1.351 0.335 -0.127 -0.277
O -0.851 -0.914 -0.075 0.024
C 0.473 -0.797 0.501 -0.600
N 1.418 -0.757 -0.478 0.179
O 0.645 -0.867 1.681 0.126
H -2.402 0.388 -0.435 0.139
H 2.355 -0.596 -0.137 0.116
H 1.181 -0.250 -1.319 0.108
```

The charge is 0. The value obtained for the HOMO-LUMO gap is 0.413 hartree. Its HOMO energy is -10.326 eV.



--- four ---
C2H4N2O2 as an isolated structure. Source: OMol25; level of theory: wB97M-V/def2-TZVPD.

The geometry in XYZ format:
```
10
Properties=species:S:1:pos:R:3:lowdin_charge:R:1
C -0.601 1.385 -0.333 0.086
C -0.138 0.247 0.107 -0.130
N 0.532 -0.832 -1.292 0.052
N -0.191 -0.462 1.321 -0.453
O -1.243 -0.926 1.586 0.134
O 0.834 -0.613 1.923 0.103
H -1.054 2.059 0.328 0.067
H -0.456 1.595 -1.336 0.054
H 1.580 -0.655 -1.378 0.048
H 0.736 -1.798 -0.926 0.038
```

The charge is 0. The value obtained for the HOMO-LUMO gap is 0.373 hartree. Its HOMO energy is -10.623 eV.



Relative energies with respect to the most stable structure, expressed in kJ/mol: one 257.3; two 249.8; three 0.0; four 575.0.



--- one ---
One molecule with the formula C2H4N2O2. Source: OMol25; level of theory: wB97M-V/def2-TZVPD.

The geometry in XYZ format:
```
10
Properties=species:S:1:pos:R:3:lowdin_charge:R:1
H -2.414 -0.955 -0.347 0.115
N -2.212 0.131 -0.086 0.106
C -0.913 0.029 -0.003 -0.577
N -0.065 1.171 0.290 0.127
O 1.105 0.627 -0.504 -0.075
C 1.252 -0.485 0.136 -0.217
O -0.183 -1.067 -0.132 0.027
H -0.179 2.092 -0.346 0.204
H 2.043 -1.118 -0.255 0.131
H 1.567 -0.425 1.246 0.159
```

The charge is 0. The value obtained for the HOMO-LUMO gap is 0.387 hartree. Its HOMO energy is -9.788 eV.



--- two ---
One molecule with the formula C2H4N2O2. Source: OMol25; level of theory: wB97M-V/def2-TZVPD.

The geometry in XYZ format:
```
10
Properties=species:S:1:pos:R:3:lowdin_charge:R:1
N 1.516 -0.533 -0.395 0.168
C 0.583 -0.275 0.568 -0.520
O 0.547 -0.807 1.642 0.111
N -0.454 0.803 0.126 0.099
C -1.565 0.098 -0.206 -0.371
O -1.425 -1.081 -0.450 0.028
H 2.460 -0.628 -0.041 0.115
H 1.406 0.033 -1.217 0.097
H -0.499 1.830 0.154 0.139
H -2.568 0.559 -0.181 0.134
```

The charge is 0. The value obtained for the HOMO-LUMO gap is 0.398 hartree. Its HOMO energy is -10.151 eV.



Relative energies with respect to the most stable structure, expressed in kJ/mol: one 337.5; two 0.0.



--- one ---
A 2-piece molecular cluster, C3H10NO2 overall. Source: OMol25; level of theory: wB97M-V/def2-TZVPD.

The geometry in XYZ format:
```
16
Properties=species:S:1:pos:R:3:lowdin_charge:R:1
C -0.355 1.140 -1.453 -0.255
C -0.074 0.427 -0.092 -0.176
C -1.386 -0.462 0.401 -0.492
O -1.049 -1.181 1.469 -0.360
N 0.859 2.084 -1.851 -0.092
H -1.296 1.790 -1.397 0.104
H -0.371 0.564 -2.388 0.078
H 0.644 -0.318 -0.193 0.046
H 0.246 1.165 0.589 0.078
H -1.701 -1.097 -0.395 0.055
H -2.304 0.180 0.551 0.076
H 1.628 1.588 -1.267 0.069
H 0.895 3.094 -1.699 0.014
H 1.626 -2.553 1.979 0.013
H 0.654 -1.804 1.351 -0.007
O 1.657 -1.797 1.367 -0.149
```

The charge is -1. The value obtained for the HOMO-LUMO gap is 0.261 hartree. Its HOMO energy is -2.757 eV.



--- two ---
A 2-piece molecular cluster, C3H10NO2 overall. Source: OMol25; level of theory: wB97M-V/def2-TZVPD.

The geometry in XYZ format:
```
16
Properties=species:S:1:pos:R:3:lowdin_charge:R:1
C -0.734 -0.034 -1.176 -0.431
O -1.339 0.925 -0.423 -0.306
C 0.124 -1.049 -0.385 -0.438
C 1.571 -0.538 -0.260 -0.100
N -0.353 -1.281 0.990 0.005
H -0.061 0.402 -1.950 0.087
H -1.547 -0.636 -1.653 0.085
H 0.123 -2.038 -0.852 0.104
H 1.614 0.558 -0.266 0.074
H 2.097 -0.686 0.697 0.057
H 2.194 -1.085 -0.976 0.056
H -0.121 -0.576 1.656 0.039
H -1.374 -1.292 1.004 0.061
H -0.619 3.277 1.456 -0.020
H -0.851 1.747 0.618 -0.037
O -0.725 2.307 1.522 -0.235
```

The charge is -1. The value obtained for the HOMO-LUMO gap is 0.284 hartree. Its HOMO energy is -3.366 eV.



--- three ---
A 2-piece molecular cluster, C3H10NO2 overall. Source: OMol25; level of theory: wB97M-V/def2-TZVPD.

The geometry in XYZ format:
```
16
Properties=species:S:1:pos:R:3:lowdin_charge:R:1
C 0.514 1.318 0.340 -0.245
N 0.128 0.397 -0.868 -0.210
C -1.063 -0.257 -0.271 -0.436
C -0.925 -1.299 0.744 -0.286
O -1.393 -0.743 1.968 -0.118
H -0.145 1.166 1.132 -0.015
H 0.318 2.524 0.138 0.072
H 1.483 1.280 0.644 -0.016
H -1.845 0.011 1.783 -0.011
H -1.423 -0.613 -1.281 0.089
H -1.764 0.559 -0.026 0.088
H 0.062 -1.735 1.168 0.138
H -1.606 -2.191 0.532 0.101
H 2.001 -0.531 -1.663 -0.002
H 2.802 0.559 -2.146 0.036
O 2.856 -0.444 -2.192 -0.185
```

The charge is -1. The value obtained for the HOMO-LUMO gap is 0.221 hartree. Its HOMO energy is -1.853 eV.



--- four ---
A 2-piece molecular cluster, C3H10NO2 overall. Source: OMol25; level of theory: wB97M-V/def2-TZVPD.

The geometry in XYZ format:
```
16
Properties=species:S:1:pos:R:3:lowdin_charge:R:1
C -0.777 0.938 0.259 -0.161
N -0.309 -0.269 -0.434 -0.154
C 0.991 -0.775 0.081 -0.238
C 1.919 0.406 0.438 -0.518
O 1.972 1.297 -0.599 -0.387
H -1.862 1.126 0.133 0.062
H -0.111 1.760 -0.010 0.066
H -0.844 0.835 1.343 0.068
H 0.044 0.112 -1.311 0.098
H 1.488 -1.401 -0.664 0.096
H 0.787 -1.391 0.970 0.092
H 2.927 0.097 0.738 0.072
H 1.388 0.894 1.312 0.070
H -3.156 -0.798 -0.731 -0.014
H -1.773 -1.214 -0.646 0.001
O -2.684 -1.619 -0.878 -0.151
```

The charge is -1. The value obtained for the HOMO-LUMO gap is 0.249 hartree. Its HOMO energy is -2.693 eV.



Relative energies with respect to the most stable structure, expressed in kJ/mol: one 101.5; two 0.0; three 283.7; four 58.5.